Entry from OMol25: a single C3H3ClF2 molecule (ωB97M-V with the def2-TZVPD basis set).

Results
E: -775.984454 Eh
energy relative to the best compared isomer or geometry (same formula, charge and spin): 21.8 kcal per mole
E_LUMO: 0.957 eV
SMILES string: F/C=C(/F)CCl

```
9
Properties=species:S:1:pos:R:3:forces:R:3
F 1.968727 -1.209002 -0.084661 0.9 -0.7 -0.3
C 1.775278 0.100999 -0.284201 0.9 0.5 -0.4
C 0.632830 0.546443 0.202114 -1.2 -2.2 -0.3
F 0.278384 1.786631 0.036658 -0.5 1.7 0.1
C -0.467512 -0.438925 0.701652 0.9 -0.3 -0.1
Cl -1.973858 -0.317760 -0.277229 0.3 0.1 -0.2
H 2.604900 0.631701 -0.842018 -1.3 -0.6 1.0
H -0.834484 -0.155594 1.709908 0.7 -0.6 -0.5
H -0.082397 -1.523941 0.559645 -0.8 2.1 0.8
```
Positions in Å, forces in eV/Å.

Löwdin atomic charge list, values in e, 6 entries:
1 F -0.0036
2 C -0.0823
3 C -0.3775
4 F 0.0811
5 C -0.4836
6 Cl 0.5341


Entry from OMol25: an isolated ion of composition C16H33BN3O4 and charge -1 (ωB97M-V with the def2-TZVPD basis set).

Results
E: -1119.576535 Eh
net charge: -1
energy relative to the best compared isomer or geometry (same formula, charge and spin): 0.0 kcal per mole
E_LUMO: 2.698 eV
SMILES string: CCCCCN(B(O)N(C)C)[C@](CCCCN)(C[C@H]1CO1)C(=O)[O-]

```
57
Properties=species:S:1:pos:R:3:forces:R:3
C -0.445472 5.147620 0.673991 0.5 -0.2 -0.7
C -0.320498 4.137449 -0.477856 0.2 -0.4 1.4
C 0.697841 3.032856 -0.118634 -0.5 0.4 -1.0
C 0.511502 1.823784 -1.054902 1.0 -0.3 0.5
C 0.856541 0.454624 -0.392648 -0.2 0.9 -0.3
N -0.335844 -0.219890 0.077845 1.1 -0.3 0.6
B -0.655950 -0.142123 1.498489 -0.7 0.0 -0.3
O 0.194528 -0.549765 2.533433 0.1 0.8 0.1
N -1.946066 0.452974 1.916483 -0.1 -0.7 1.1
C -1.727213 1.835039 2.376496 -0.2 -0.4 -0.7
C -2.480630 -0.300461 3.075020 0.0 0.4 0.1
C -0.722549 -1.445832 -0.637175 -1.0 0.2 -0.8
C 0.394894 -2.490112 -0.912719 -0.2 0.2 0.5
C 1.501395 -2.658502 0.149619 0.7 -0.4 -1.1
C 2.933280 -2.370172 -0.408970 -0.3 0.3 0.8
C 3.691123 -1.246149 0.311111 0.6 -0.2 -0.8
N 5.138778 -1.473593 0.129894 -0.3 0.0 0.0
C -1.307330 -1.005412 -2.001615 0.3 -1.4 -0.1
C -1.903822 -2.209767 -2.729102 -1.1 1.9 0.5
C -3.184287 -1.951859 -3.421048 1.6 -0.9 -0.8
O -1.918011 -2.142180 -4.125872 0.3 -0.8 -0.7
C -1.911237 -2.159464 0.123203 -1.0 -0.6 0.7
O -1.645161 -3.174010 0.831237 0.5 0.8 -0.4
O -3.050656 -1.677417 -0.063003 0.5 0.0 -0.1
H -0.708063 4.646533 1.603333 -0.3 0.0 0.0
H -1.179879 5.908859 0.415402 0.0 0.2 0.3
H 0.539621 5.589305 0.842829 -0.1 0.3 0.0
H -1.281164 3.636470 -0.599009 -0.1 0.2 -0.3
H -0.011395 4.634820 -1.395062 -0.2 0.0 -0.2
H 0.627277 2.779850 0.940566 -0.2 -0.2 0.0
H 1.693303 3.454444 -0.283169 0.1 -0.1 0.2
H 1.204558 1.970603 -1.889858 -0.2 0.0 -0.2
H -0.499038 1.750390 -1.447102 -0.1 0.1 0.0
H 1.428664 -0.102278 -1.136413 -0.2 -0.5 0.2
H 1.546826 0.664532 0.437344 0.1 -0.1 0.0
H 1.075296 -0.175773 2.447455 0.2 -0.5 -0.2
H -0.766047 1.931007 2.907476 0.0 0.3 0.0
H -2.518122 2.108506 3.074267 -0.1 0.0 0.0
H -1.807481 2.510496 1.524153 0.3 0.2 0.0
H -3.563755 -0.177585 3.154464 0.0 0.0 -0.2
H -2.055082 0.116680 3.999470 0.1 -0.4 0.2
H -2.256234 -1.362983 3.010742 0.0 0.0 -0.1
H -0.107145 -3.450758 -0.982820 -0.2 0.0 0.0
H 0.791515 -2.309830 -1.916244 0.4 0.1 0.1
H 1.530239 -3.715095 0.410406 -0.3 0.0 0.3
H 1.313503 -2.119114 1.073383 -0.2 0.2 -0.1
H 3.523883 -3.286810 -0.327771 0.1 0.0 0.0
H 2.912846 -2.120153 -1.468982 -0.1 -0.1 -0.1
H 3.396576 -1.141517 1.360992 -0.1 -0.1 0.0
H 3.483144 -0.318806 -0.218081 -0.2 0.2 0.3
H 5.687833 -0.790245 0.633770 0.1 -0.1 0.1
H 5.358007 -2.405227 0.458954 0.2 0.1 0.1
H -2.132154 -0.319842 -1.855306 0.3 0.4 0.2
H -0.518701 -0.629145 -2.661286 0.0 0.4 0.1
H -1.794333 -3.176474 -2.270628 0.1 -0.4 -0.1
H -3.464002 -0.944858 -3.682840 -0.8 0.1 0.8
H -3.815652 -2.823641 -3.513711 -0.6 0.3 -0.2
```
Positions in Å, forces in eV/Å.

Löwdin atomic charge list, values in e, 6 entries:
1 C -0.1201
2 C -0.2677
3 C -0.2203
4 C -0.1598
5 C -0.1699
6 N 0.0704


Entry from OMol25: a 3-piece molecular cluster, C23H42N2O8 overall (ωB97M-V with the def2-TZVPD basis set).

Results
E: -1613.022099 Eh
E_LUMO: 0.418 eV
SMILES string: CCCCN[C@@]1(OC[C@H](C)O)C[C@@H](CCCCO)NC1=O.O=C1CCCO1.O=C1CCCO1

```
75
Properties=species:S:1:pos:R:3:forces:R:3
C -3.696507 -4.462950 -0.957108 0.0 0.0 -0.1
C -3.698196 -5.255477 0.362552 0.1 0.0 -0.1
C -2.993038 -4.514206 1.500571 -0.1 0.2 -0.2
C -1.491200 -4.307112 1.244203 0.0 0.0 0.3
N -1.222984 -2.920305 0.844904 0.1 -0.3 0.0
C 0.133450 -2.556388 0.538481 -0.5 -0.2 -0.4
O 0.934515 -2.259479 1.692511 0.2 0.1 0.2
C 0.510450 -1.138209 2.460848 -0.1 -0.1 0.2
C 1.509304 0.012679 2.472366 0.0 0.1 0.1
C 0.951934 1.182555 3.291219 -0.1 -0.1 -0.4
O 1.842510 0.443143 1.158532 0.0 0.0 0.0
C 0.891714 -3.570363 -0.304963 0.2 -0.3 0.0
C 1.638748 -2.761828 -1.403374 0.1 0.3 0.4
C 1.082390 -3.085125 -2.785073 0.2 -0.1 -0.2
C 1.962313 -2.649736 -3.961376 0.0 0.2 -0.1
C 2.292792 -1.155448 -3.991404 0.0 0.0 0.2
C 1.063408 -0.268447 -4.063127 -0.2 0.2 -0.1
O 0.149224 -0.755160 -5.064358 0.1 0.1 -0.1
N 1.402578 -1.323054 -1.090579 0.1 -0.9 -0.1
C 0.206541 -1.299767 -0.349421 0.2 0.0 0.0
O -0.624493 -0.436031 -0.420550 -0.1 0.4 0.3
H -2.960454 -3.655983 -0.945727 0.0 -0.1 0.0
H -4.671583 -4.007223 -1.149132 0.1 0.0 0.1
H -3.470899 -5.100895 -1.815720 -0.1 0.0 0.1
H -4.728554 -5.478435 0.654630 0.1 -0.1 0.0
H -3.195235 -6.217854 0.214302 -0.1 0.0 0.1
H -3.453178 -3.522358 1.594763 0.0 -0.1 0.2
H -3.144581 -5.044127 2.443905 0.0 0.0 0.0
H -1.183954 -4.976297 0.439812 0.1 0.0 0.1
H -0.925057 -4.585134 2.144908 0.1 0.0 -0.1
H -1.570107 -2.332131 1.593542 -0.1 0.3 -0.3
H 0.362560 -1.467848 3.497330 0.0 0.0 -0.1
H -0.453494 -0.755102 2.103536 0.1 0.0 0.0
H 2.453954 -0.321212 2.908027 0.0 -0.1 -0.1
H 1.367982 2.091806 2.853977 0.0 0.1 0.3
H 1.196230 1.128217 4.351982 0.0 0.0 0.0
H -0.137066 1.233435 3.174352 0.1 0.0 0.1
H 1.058124 0.830735 0.743432 0.1 0.0 0.1
H 1.561930 -4.163211 0.320554 0.0 0.2 0.0
H 0.228164 -4.282412 -0.791145 -0.2 0.1 0.1
H 2.717158 -2.934804 -1.347047 -0.1 -0.1 -0.2
H 0.932859 -4.167512 -2.861214 0.0 0.0 0.0
H 0.089979 -2.624212 -2.869541 0.0 -0.1 0.0
H 2.901713 -3.215382 -3.939860 -0.1 0.0 0.0
H 1.448596 -2.910919 -4.891137 0.1 0.0 0.1
H 2.971220 -0.928523 -4.820169 -0.1 -0.1 0.0
H 2.817717 -0.886409 -3.070400 0.1 0.1 -0.1
H 0.556735 -0.252514 -3.093761 0.0 0.0 -0.1
H 1.362742 0.756633 -4.296720 0.1 -0.1 0.0
H -0.215578 0.001042 -5.535381 0.0 -0.2 0.1
H 2.173293 -0.945067 -0.549074 -0.2 0.4 0.0
O 2.678786 2.287770 -2.677537 0.1 0.0 -0.1
C 1.900947 3.166077 -2.452282 0.0 -0.1 0.3
C 0.738244 3.149411 -1.476647 -0.1 0.1 -0.1
C -0.092346 4.354559 -1.911045 0.0 -0.1 0.0
C 0.976986 5.263602 -2.509417 0.0 0.1 0.1
O 1.968171 4.375610 -3.057044 0.0 0.0 -0.1
H 1.145841 3.273973 -0.470836 0.0 0.0 0.0
H 0.215504 2.196939 -1.534505 0.1 -0.1 0.1
H -0.646856 4.830858 -1.105759 0.1 0.0 0.0
H -0.800228 4.056426 -2.685795 0.0 0.0 0.0
H 1.457451 5.886287 -1.752259 0.0 0.0 0.0
H 0.613789 5.898896 -3.313323 0.0 0.0 0.0
O 0.482439 6.222235 1.793251 0.0 0.0 -0.1
C -0.030178 5.706304 2.740952 -0.1 0.0 0.0
C -1.303750 6.108097 3.462214 0.1 -0.1 0.2
C -1.216352 5.332862 4.775754 0.0 0.0 -0.1
C -0.388361 4.119803 4.362439 -0.1 0.1 0.0
O 0.487389 4.600115 3.327499 0.1 -0.1 0.0
H -2.148908 5.786874 2.850580 0.0 0.0 0.0
H -1.344056 7.187066 3.579356 0.0 0.0 -0.1
H -2.180469 5.061626 5.199908 0.0 0.0 0.0
H -0.670675 5.917116 5.517294 0.0 0.0 0.0
H -1.001178 3.323444 3.936609 -0.1 0.0 0.0
H 0.221143 3.708454 5.162718 0.1 0.0 0.0
```
Positions in Å, forces in eV/Å.

Löwdin atomic charge list, values in e, 6 entries:
1 C -0.1018
2 C -0.2623
3 C -0.2023
4 C -0.2067
5 N 0.0473
6 C -0.4256


Entry from OMol25: a 2-piece molecular cluster, C2H8N overall (ωB97M-V with the def2-TZVPD basis set).

Results
E: -135.433048 Eh
net charge: +1
energy relative to the best compared isomer or geometry (same formula, charge and spin): 42.5 kcal per mole
E_LUMO: -5.772 eV

```
11
Properties=species:S:1:pos:R:3:forces:R:3
C -0.944321 0.534695 -0.001019 1.5 -0.6 1.7
C 1.562275 -1.032445 -0.445090 -0.3 -1.3 -1.1
N -1.611720 1.336135 0.729916 -1.6 0.9 0.5
H -1.314828 0.224762 -0.945243 -0.1 0.2 -1.1
H 0.036903 0.073342 0.384443 -2.1 0.8 -0.5
H 1.549655 -0.387398 -1.299202 -0.1 0.5 -0.3
H 0.728770 -1.692720 -0.439213 -1.3 -0.3 -0.3
H 2.306997 -1.776057 -0.583076 1.4 -0.1 0.3
H 1.555242 -0.571292 0.493471 0.9 0.8 1.4
H -2.476633 1.872852 0.341497 1.8 -1.4 1.1
H -1.392340 1.418126 1.763516 -0.2 0.4 -1.7
```
Positions in Å, forces in eV/Å.

Löwdin atomic charge list, values in e, 6 entries:
1 C 0.1387
2 C -0.0387
3 N 0.1711
4 H 0.1218
5 H 0.0888
6 H 0.0459


| no. | HOMO energy (eV) | frontier orbital gap (eV) | largest force on an atom (eV/Å) |
| --- | --- | --- | --- |
| 1 | -9.884 | 10.841 | 2.5 |
| 2 | -4.518 | 7.216 | 2.3 |
| 3 | -8.959 | 9.377 | 0.9 |
| 4 | -16.955 | 11.182 | 2.5 |